# 1
ORCA calculation (ωB97M-V with the def2-TZVPD basis set) on 12 unconnected molecules or ions with the total composition C15H11Cl44FN2O4S2 in a non-equilibrium geometry.

Summary:
HOMO: -10.7 eV
strongest force on any atom: 3.728 eV Å⁻¹
total energy: -602270.7261 eV
SMILES string: CCCNN(S(C)(=O)=O)S(=O)(=O)F.ClC(Cl)(Cl)Cl.ClC(Cl)(Cl)Cl.ClC(Cl)(Cl)Cl.ClC(Cl)(Cl)Cl.ClC(Cl)(Cl)Cl.ClC(Cl)(Cl)Cl.ClC(Cl)(Cl)Cl.ClC(Cl)(Cl)Cl.ClC(Cl)(Cl)Cl.ClC(Cl)(Cl)Cl.ClC(Cl)(Cl)Cl
charge: 0
frontier orbital gap: 10.686 eV

Geometry (Å):
C 4.660 0.234 -4.604
C 4.184 -1.237 -4.465
C 5.185 -1.954 -3.551
N 4.772 -3.339 -3.203
N 4.622 -3.688 -1.857
S 6.044 -4.198 -1.060
C 7.474 -3.147 -1.309
O 6.368 -5.477 -1.589
O 5.857 -4.338 0.339
S 3.511 -2.788 -0.924
O 3.026 -3.656 0.069
O 2.456 -2.346 -1.756
F 4.178 -1.556 -0.200
H 4.944 0.429 -5.625
H 3.939 0.936 -4.221
H 5.558 0.363 -4.013
H 3.188 -1.202 -4.043
H 4.168 -1.721 -5.429
H 5.487 -1.337 -2.715
H 6.080 -2.057 -4.162
H 3.852 -3.447 -3.595
H 7.808 -2.690 -0.393
H 7.366 -2.369 -2.050
H 8.266 -3.794 -1.646
Cl 1.142 -0.235 -4.729
C -0.289 -1.207 -4.376
Cl -1.362 -0.251 -3.316
Cl -1.112 -1.637 -5.876
Cl 0.202 -2.684 -3.548
Cl -3.270 1.594 -1.607
C -2.970 3.260 -2.154
Cl -4.451 4.199 -1.949
Cl -1.677 4.023 -1.213
Cl -2.514 3.247 -3.860
Cl 0.786 -4.514 4.920
C 1.107 -4.315 3.192
Cl 0.118 -5.457 2.274
Cl 0.692 -2.664 2.708
Cl 2.806 -4.620 2.862
Cl -0.366 5.728 3.634
C 0.711 5.082 2.395
Cl -0.044 5.260 0.806
Cl 2.242 5.964 2.423
Cl 1.011 3.378 2.717
Cl 6.218 -0.710 2.229
C 5.464 -1.624 3.545
Cl 6.071 -3.280 3.532
Cl 5.879 -0.862 5.087
Cl 3.707 -1.633 3.352
Cl -1.270 -5.054 -0.685
C -2.605 -5.501 -1.753
Cl -4.061 -5.782 -0.792
Cl -2.900 -4.191 -2.899
Cl -2.185 -6.973 -2.637
Cl -0.777 4.003 6.477
C -1.959 4.724 7.569
Cl -2.979 3.458 8.258
Cl -1.101 5.550 8.869
Cl -2.982 5.854 6.634
Cl -7.382 5.763 -1.546
C -8.755 4.768 -1.049
Cl -9.781 5.690 0.053
Cl -9.689 4.301 -2.474
Cl -8.162 3.318 -0.232
Cl -3.062 8.207 8.125
C -3.119 9.511 9.320
Cl -2.224 10.911 8.715
Cl -4.800 9.970 9.618
Cl -2.386 8.953 10.830
Cl -5.400 -0.446 -7.276
C -5.025 0.845 -6.126
Cl -3.613 0.390 -5.169
Cl -4.681 2.338 -7.008
Cl -6.406 1.099 -5.053
Cl -6.345 -3.388 1.429
C -7.287 -4.816 1.867
Cl -6.930 -6.124 0.732
Cl -6.861 -5.325 3.503
Cl -9.009 -4.432 1.797


# 2
ORCA calculation (ωB97M-V with the def2-TZVPD basis set) on 13 unconnected molecules or ions with the total composition C15H11Cl48O3PS in a non-equilibrium geometry.

Summary:
HOMO: -9.9 eV
strongest force on any atom: 7.284 eV Å⁻¹
total energy: -643066.8851 eV
charge: 0
frontier orbital gap: 9.647 eV

Geometry (Å):
C 2.653 -0.842 -4.125
C 1.274 -1.255 -4.910
O 0.661 -2.521 -4.471
P -1.075 -2.145 -4.470
C -2.932 -1.558 -4.468
S -2.839 0.348 -4.532
O -2.090 0.935 -3.274
O -1.966 0.803 -5.766
H 3.525 -0.888 -4.928
H 2.571 0.300 -3.809
H 2.879 -1.456 -3.155
H 1.381 -1.268 -6.098
H 0.489 -0.386 -4.681
H -1.447 -3.531 -4.355
H -0.840 -1.382 -3.269
H -0.878 -1.638 -5.829
H -3.536 -1.971 -5.393
H -3.458 -1.860 -3.466
H -4.102 0.961 -4.557
C 2.598 1.492 -0.492
Cl 3.342 -0.047 0.010
Cl 1.212 1.160 -1.561
Cl 2.040 2.380 0.948
Cl 3.800 2.474 -1.367
C 5.898 -3.433 -5.105
Cl 6.893 -4.341 -3.938
Cl 6.435 -1.735 -5.148
Cl 6.077 -4.154 -6.725
Cl 4.189 -3.503 -4.609
C -5.502 -3.133 -0.946
Cl -4.256 -3.673 0.207
Cl -5.695 -4.356 -2.228
Cl -7.050 -2.919 -0.091
Cl -5.006 -1.584 -1.674
C 3.250 -0.620 4.417
Cl 2.397 -0.611 5.981
Cl 3.137 -2.242 3.689
Cl 2.503 0.575 3.326
Cl 4.963 -0.201 4.672
C 5.350 5.973 -0.368
Cl 6.344 5.065 0.799
Cl 5.887 7.671 -0.411
Cl 5.528 5.252 -1.987
Cl 3.640 5.903 0.128
C -3.650 4.745 -3.974
Cl -2.383 3.935 -3.019
Cl -5.071 3.678 -4.103
Cl -4.119 6.265 -3.171
Cl -3.027 5.103 -5.605
C 3.850 -4.145 0.232
Cl 4.987 -2.955 0.916
Cl 3.833 -3.996 -1.544
Cl 4.366 -5.789 0.685
Cl 2.215 -3.838 0.869
C -1.250 -4.839 2.876
Cl -0.004 -5.379 4.030
Cl -1.443 -6.062 1.595
Cl -2.798 -4.625 3.731
Cl -0.754 -3.290 2.149
C 0.250 2.758 6.186
Cl 1.111 3.295 4.722
Cl -0.707 4.110 6.842
Cl -0.835 1.406 5.775
Cl 1.432 2.220 7.407
C -6.050 -2.038 3.843
Cl -7.040 -0.891 2.904
Cl -5.773 -1.384 5.477
Cl -6.902 -3.598 3.963
Cl -4.485 -2.278 3.026
C -0.050 7.332 1.390
Cl -1.729 7.423 0.802
Cl 0.596 5.698 1.093
Cl 0.948 8.530 0.528
Cl -0.014 7.676 3.138
C -2.750 -0.221 9.053
Cl -1.715 -1.036 7.853
Cl -3.092 -1.337 10.399
Cl -1.912 1.223 9.676
Cl -4.281 0.267 8.282